43
Properties=species:S:1:pos:R:3 method="wB97M-V/def2-TZVPD" de_lowest_kcal_mol=0.6 max_force_ha_per_bohr=0.0185 e_homo_ev=-8.5342 smiles="Cc1c(CC(=O)O)c(=O)oc2c(C)c(OCc3ccc(F)cc3Cl)ccc12" lumo_energy_ev=0.14 orbital_gap_ev=8.7 total_energy_ha=-1708.04226
C -4.50 -0.07 0.44
C -3.41 0.55 -0.37
C -3.63 1.39 -1.42
C -4.96 1.81 -1.97
C -4.94 1.66 -3.48
O -4.56 0.68 -4.06
O -5.47 2.71 -4.10
C -2.52 1.98 -2.16
O -2.66 2.73 -3.09
O -1.25 1.68 -1.77
C -1.00 0.82 -0.75
C 0.34 0.56 -0.46
C 1.45 1.20 -1.25
C 0.65 -0.32 0.58
O 1.97 -0.52 0.79
C 2.37 -1.40 1.81
C 3.88 -1.49 1.85
C 4.67 -0.76 0.98
C 6.05 -0.85 1.03
C 6.63 -1.68 1.97
F 7.97 -1.77 2.03
C 5.87 -2.42 2.86
C 4.50 -2.31 2.79
Cl 3.54 -3.23 3.89
C -0.38 -0.91 1.31
C -1.69 -0.64 1.02
C -2.04 0.23 -0.01
H -4.48 -1.16 0.32
H -5.48 0.29 0.14
H -4.36 0.16 1.49
H -5.77 1.20 -1.59
H -5.15 2.86 -1.74
H -5.40 2.62 -5.06
H 2.07 1.79 -0.59
H 1.04 1.83 -2.03
H 2.07 0.42 -1.70
H 2.01 -1.06 2.79
H 1.96 -2.41 1.63
H 4.19 -0.12 0.25
H 6.67 -0.28 0.35
H 6.35 -3.06 3.58
H -0.15 -1.59 2.12
H -2.46 -1.12 1.60

***

15
Properties=species:S:1:pos:R:3 method="wB97M-V/def2-TZVPD" de_lowest_kcal_mol=103.7 max_force_ha_per_bohr=0.0657 e_homo_ev=-8.3600 lumo_energy_ev=0.12 orbital_gap_ev=8.5 total_energy_ha=-1065.81673
C 1.61 1.37 0.44
C -2.04 -0.92 -0.58
C 1.44 -1.18 0.05
O -0.35 0.91 -1.11
O -1.46 0.98 1.10
S 1.34 0.13 -0.88
S -1.70 0.89 -0.37
H 0.93 1.32 1.39
H 1.46 2.23 -0.07
H 2.58 1.26 0.71
H -3.14 -0.95 -0.58
H -1.67 -1.28 0.35
H -1.40 -1.49 -1.24
H 1.09 -2.11 -0.34
H 1.31 -1.15 1.13